Record 1
Below is a molecular structure, C26H19BrF6N5O7PdS2 in a non-equilibrium geometry, with properties calculated with ωB97M-V with the def2-TZVPD basis set.

Structure (ORCA input):
```
! RIJCOSX wB97M-V def2-TZVPD def2/J DEFGRID3
* xyz 1 5
C 0.366 0.715 5.321
O 2.436 -0.101 0.436
C -0.859 0.413 4.737
H 2.300 -3.590 4.640
H -4.529 3.490 -1.566
H 0.432 -5.001 -0.734
C 1.927 -3.370 3.649
O 3.250 -1.395 -1.490
F 2.729 4.195 -1.265
C 0.977 -2.810 1.112
Br -0.804 3.791 1.717
F 1.385 4.230 -2.954
H 2.439 1.146 4.917
H 0.439 0.800 6.397
O -1.750 -1.034 0.565
N -1.841 1.590 0.399
C -2.683 -0.606 -0.235
C -0.065 -4.759 -2.808
C 0.552 -3.175 3.460
Pd -0.112 0.273 0.466
C 2.830 -3.283 2.580
O -3.500 -1.275 -0.820
H 3.038 -2.883 0.469
C -1.933 2.911 0.492
C -0.335 -3.841 -3.832
C 0.065 -2.894 2.213
H 2.163 0.838 2.458
F 5.233 0.727 -1.928
C 2.381 -2.991 1.322
H -4.445 0.964 -1.604
C 2.225 3.481 -2.259
C -3.741 1.560 -1.040
C 0.267 -2.911 -1.287
N 0.158 0.407 2.595
H -3.997 0.691 5.858
C 1.332 0.725 3.141
H -1.845 0.010 2.856
H -3.154 1.603 4.651
O -1.985 -0.679 6.498
C -2.886 3.638 -0.203
S 2.971 -0.113 -0.922
O 1.200 2.260 -0.126
H -0.512 -1.769 -4.392
C 0.228 -4.318 -1.547
C -3.783 2.947 -1.000
H -0.093 -5.819 -3.016
N 2.133 0.744 -1.933
H -0.120 -3.248 4.305
H 0.036 -0.926 -2.148
H -0.568 -4.205 -4.824
C 4.591 0.754 -0.775
F 3.202 3.060 -3.047
H -0.982 -2.722 2.002
C -0.306 -2.464 -3.590
S 1.284 2.019 -1.564
C -2.059 0.134 5.603
H -2.918 4.712 -0.104
C -0.012 -1.990 -2.341
C 1.472 0.891 4.509
N 0.526 -2.475 -0.081
F 5.322 0.158 0.160
N -3.181 0.822 5.282
O 0.034 1.961 -2.265
C -0.925 0.275 3.365
F 4.371 2.020 -0.417
H 3.885 -3.440 2.760
C -2.758 0.919 -0.323
*
```

Values from the calculation:
HOMO-LUMO gap (spin up / spin down) = 9.1 / 6.5 eV
ΔE to the lowest compared entry with this formula, charge and spin = 63.3 kJ/mol
HOMO energy (spin up / spin down) = -11.8 / -12.4 eV
Max |F| = 0.0218 hartree/bohr
Energy = -5899.82127 a.u.

natural (NBO) atomic charge list, values in e, 2 entries: -0.107, -1.006



Record 2
Below is a molecular structure, C26H19BrN2NiPSe in a non-equilibrium geometry, with properties calculated with ωB97M-V with the def2-TZVPD basis set.

Structure (ORCA input):
```
! RIJCOSX wB97M-V def2-TZVPD def2/J DEFGRID3
* xyz -1 3
C 5.299 2.982 2.191
C -0.133 1.260 0.930
Se 1.179 2.715 -3.426
Br 6.795 4.057 2.705
H 0.895 -3.270 -0.621
C 3.106 1.396 1.423
C -1.588 3.204 0.867
H -1.730 4.265 1.044
H 1.741 -3.944 -2.859
C -4.714 -2.427 1.203
H 1.132 -2.609 -4.851
H 5.918 1.314 3.384
H -3.579 2.912 0.110
C -1.216 0.498 0.425
C -3.389 -2.023 1.245
N 1.757 0.904 -1.183
H -0.299 -0.607 -4.607
C -3.204 -2.322 -1.124
P -0.900 -1.303 0.303
H -2.626 -2.290 -2.039
C 0.622 -2.705 -1.507
C -2.620 -1.942 0.080
C -0.056 -1.208 -3.740
C 3.282 2.698 0.942
C 4.081 0.933 2.309
H -2.937 -1.746 2.191
H -6.335 -3.075 -0.053
C -0.214 -1.600 -1.368
C -4.534 -2.729 -1.169
Ni 1.584 0.299 0.641
H 4.012 -0.071 2.720
C 0.758 -2.327 -3.874
C 5.175 1.706 2.700
C -0.546 -0.851 -2.494
H -4.978 -3.006 -2.118
C -5.296 -2.773 -0.011
H 1.226 -1.287 4.119
H 0.440 3.239 1.537
H 4.476 4.493 0.905
C 1.524 1.630 -2.065
C 1.548 -0.819 2.097
C -2.449 1.088 0.134
H -5.296 -2.472 2.116
H -1.163 0.034 -2.386
C -2.630 2.447 0.350
C 4.363 3.495 1.309
H -3.262 0.495 -0.269
C 1.100 -3.076 -2.758
N 1.474 -1.316 3.153
C -0.359 2.616 1.146
H 2.566 3.119 0.244
*
```

Values from the calculation:
HOMO-LUMO gap (spin up / spin down) = 7.1 / 7.4 eV
ΔE to the lowest compared entry with this formula, charge and spin = 70.2 kJ/mol
HOMO energy (spin up / spin down) = -4.4 / -4.8 eV
Max |F| = 0.0245 hartree/bohr
Energy = -7936.78112 a.u.

natural (NBO) atomic charge list, values in e, 2 entries: -0.092, -0.345



Record 3
Below is a molecular structure, C26H19N3O2RuS5 in a non-equilibrium geometry, with properties calculated with ωB97M-V with the def2-TZVPD basis set.

Structure (ORCA input):
```
! RIJCOSX wB97M-V def2-TZVPD def2/J DEFGRID3
* xyz 1 6
H 0.015 -6.184 -1.985
C -0.430 -5.400 -1.391
S 0.561 -0.443 -4.642
C -0.893 -3.075 -1.014
N -1.910 1.638 0.665
C -3.067 -0.331 0.773
H 1.842 5.112 -0.378
H -4.052 -3.015 0.301
C -4.269 1.912 0.838
H 0.173 -3.825 -2.704
N -1.893 -0.934 0.698
O 0.173 4.508 0.638
C 1.777 2.906 -0.036
N 0.483 2.314 0.226
C -1.638 -4.718 0.566
H -0.868 -2.043 -1.345
C 1.886 -1.572 -4.610
C -1.117 -5.722 -0.230
C -2.106 -2.328 1.082
H -1.666 -2.462 2.082
S 2.501 -2.240 -5.989
H 2.109 4.621 1.315
H 1.722 1.023 1.999
C -0.330 -4.078 -1.785
H 1.970 2.849 -1.119
H 5.965 0.661 2.449
Ru -0.372 0.458 0.228
C 1.571 4.386 0.391
H -2.156 -4.965 1.484
C -2.819 3.839 0.905
C 0.467 -0.186 -2.916
H -5.251 1.473 0.851
C -1.513 -3.386 0.183
H -4.044 -2.853 2.072
H 4.359 3.286 -0.508
S 1.509 -0.866 -0.429
H -4.955 3.938 1.049
H 3.686 0.015 3.108
C -4.095 3.295 0.939
O -4.118 -1.097 1.026
C -0.355 3.294 0.552
C 4.219 2.582 0.299
C -1.730 2.989 0.729
S 2.504 -1.900 -3.007
H 6.308 2.311 0.643
C 3.833 0.743 2.327
H -1.246 -6.755 0.055
C 1.386 -0.878 -2.138
C 5.310 2.029 0.941
C -3.150 1.100 0.729
H -2.654 4.901 0.984
C -3.654 -2.438 1.141
C 2.737 1.311 1.697
C 2.927 2.235 0.679
C 5.116 1.103 1.952
S -0.760 0.860 -2.370
*
```

Values from the calculation:
HOMO-LUMO gap (spin up / spin down) = 5.4 / 5.6 eV
HOMO energy (spin up / spin down) = -9.1 / -11.4 eV
Max |F| = 0.0324 hartree/bohr
Energy = -3402.50118 a.u.

natural (NBO) atomic charge list, values in e, 2 entries: 0.226, -0.200



> energy of number 3 (C26H19N3O2RuS5)?

-3402.50118 a.u.